The following is a DFT calculation (ωB97M-V/def2-TZVPD) of C5H6BN3O in the gas phase at a distorted geometry.

```
16
Properties=species:S:1:pos:R:3:forces:R:3
C 2.428 1.035 -1.337 -3.205 -2.710 0.867
C 1.263 0.442 -0.789 0.658 0.016 -0.481
C 0.635 1.296 0.159 -0.414 0.539 0.621
N 0.107 1.963 0.930 -0.053 0.132 0.100
N 0.495 -0.795 -0.901 -0.657 -0.822 0.036
B -0.949 -1.771 -0.335 4.187 3.115 -1.305
C -0.895 -3.060 -1.137 -0.070 -0.073 -0.051
N -0.805 -4.025 -1.747 0.017 -0.352 -0.232
O -1.794 -1.477 0.583 -0.667 -0.666 0.058
C -2.021 -0.419 1.477 -0.095 0.845 0.702
H 3.032 0.551 -2.078 0.166 -0.167 -0.193
H 2.683 2.010 -0.982 0.062 0.290 0.111
H 0.931 -1.397 -1.590 -0.017 0.009 0.017
H -1.084 -0.013 1.860 -0.112 -0.115 -0.071
H -2.630 -0.809 2.297 0.133 0.051 -0.194
H -2.564 0.378 0.968 0.067 -0.091 0.016
```
Forces are in eV/Å.

Summary:
charge = 0
multiplicity = 1
calculated total energy = -458.45585 hartree
energy above the lowest of the compared OMol25 structures with the same formula, charge and spin = 0.000 eV
largest force on an atom = 0.1046 hartree/bohr
LUMO level = -0.256 eV
SMILES = C=C(C#N)NB(C#N)OC



The following is a DFT calculation (ωB97M-V/def2-TZVPD) of 5 unconnected molecules or ions with the total composition C10H20Br10 at a distorted geometry.

```
40
Properties=species:S:1:pos:R:3:forces:R:3
Br 3.117 -3.796 -4.115 0.190 0.135 1.502
C 3.404 -4.194 -2.134 -0.293 -0.183 -0.138
C 3.506 -2.930 -1.262 0.534 -0.232 -1.737
Br 4.129 -3.265 0.595 -0.672 0.082 -1.076
H 4.326 -4.777 -2.118 -0.231 0.050 0.043
H 2.532 -4.801 -1.893 0.274 -0.039 0.063
H 2.579 -2.364 -1.358 0.055 -0.104 0.822
H 4.273 -2.345 -1.771 0.140 0.274 0.581
Br -4.127 -2.724 1.752 0.466 0.356 0.091
C -2.300 -3.405 1.939 0.116 -0.344 -0.725
C -1.416 -2.876 0.787 -0.327 -0.027 0.349
Br 0.457 -3.498 0.941 -0.828 0.332 -0.240
H -2.507 -4.471 1.845 0.573 0.057 -0.022
H -1.884 -3.203 2.926 -0.243 0.242 -0.155
H -1.328 -1.790 0.772 0.052 0.172 0.481
H -1.819 -3.102 -0.200 0.220 -0.541 0.114
Br 6.617 0.296 3.205 -0.864 -0.150 -0.313
C 5.037 0.262 1.999 0.914 0.745 -0.716
C 3.739 0.299 2.763 -0.071 -1.095 0.265
Br 2.175 0.676 1.517 1.053 -0.193 0.953
H 5.191 -0.574 1.318 -0.363 -0.273 0.504
H 5.187 1.130 1.357 -0.182 0.222 0.340
H 3.762 0.928 3.653 -0.296 0.684 -0.625
H 3.517 -0.687 3.171 -0.170 -0.068 -0.325
Br -1.574 1.024 0.807 0.391 0.012 -0.509
C -1.022 1.951 -0.857 0.328 -0.136 0.162
C 0.395 1.571 -1.273 -0.974 0.269 -0.225
Br 0.485 -0.398 -1.593 0.083 1.169 0.559
H -1.033 3.012 -0.607 -0.092 -0.048 0.077
H -1.838 1.732 -1.546 0.405 -0.089 -0.078
H 1.128 1.976 -0.576 0.032 -0.873 0.271
H 0.626 2.099 -2.198 -0.118 -0.453 -0.380
Br -3.813 3.646 -0.044 -0.550 0.352 -0.288
C -5.074 4.382 -1.377 -2.032 0.097 0.151
C -6.264 5.198 -0.608 1.844 -0.171 -0.811
Br -7.728 5.860 -1.772 1.065 -0.500 0.451
H -5.482 3.560 -1.965 -0.133 -0.319 0.572
H -4.485 4.898 -2.136 -0.072 0.744 0.644
H -5.756 6.049 -0.155 -0.371 0.210 -0.180
H -6.731 4.651 0.211 0.147 -0.368 -0.451
```
Forces are in eV/Å.

Summary:
charge = +1
multiplicity = 2
calculated total energy = -26132.78095 hartree
energy above the lowest of the compared OMol25 structures with the same formula, charge and spin = 0.285 eV
largest force on an atom = 0.0397 hartree/bohr
LUMO level (alpha / beta) = -3.275 / -9.514 eV